Formula: C9H11O3
Source: the Open Molecules 2025 dataset
Level of theory: the ωB97M-V functional and the def2-TZVPD basis

Geometry (Å):
1 C -2.88 2.64 -1.41
2 C -0.33 0.11 0.00
3 C 0.36 1.09 0.68
4 C -1.50 0.63 -0.68
5 C -1.74 1.95 -0.62
6 C 0.14 2.48 0.64
7 C -0.91 2.92 -0.05
8 O 1.41 0.50 1.31
9 H -0.01 -0.88 0.00
10 H -2.18 -0.14 -1.09
11 H 0.68 3.19 1.28
12 H 1.97 1.00 1.67
13 H -2.52 3.17 -2.23
14 H -3.34 3.37 -0.69
15 H -1.13 3.96 -0.09
16 H -3.69 2.03 -1.82
17 C 1.78 -4.56 0.58
18 C 2.80 -3.29 0.28
19 O 2.86 -2.91 -0.95
20 O 3.45 -2.88 1.23
21 H 2.30 -4.93 1.41
22 H 1.73 -5.27 -0.25
23 H 0.74 -4.19 0.79

Values from the calculation:
Orbital gap ... 0.2373 Ha
Relative energy (zero: lowest compared OMol25 entry of this formula, charge and spin) ... 2.826 eV
Highest occupied orbital energy ... -0.130 Ha
E_tot ... -15653.4743 eV
Maximum force ... 10.2 eV Å⁻¹
Total charge ... -1

---

Formula: C9H11PS
Source: the Open Molecules 2025 dataset
Level of theory: the ωB97M-V functional and the def2-TZVPD basis

Geometry (Å):
1 C -2.06 0.26 -2.10
2 C -2.07 -0.21 -0.98
3 C -2.23 -0.69 0.37
4 C -1.33 0.02 1.41
5 C 0.04 0.22 0.78
6 C 0.14 1.19 -0.08
7 C 1.49 1.64 -0.55
8 C 2.03 0.43 -1.39
9 C 1.96 -0.80 -0.83
10 P 1.40 -0.94 0.88
11 S 0.67 -3.06 0.78
12 H -1.77 0.67 -3.05
13 H -3.26 -0.45 0.64
14 H -2.09 -1.74 0.37
15 H -1.14 -0.65 2.23
16 H -1.89 0.93 1.75
17 H -0.72 1.84 -0.19
18 H 2.03 2.08 0.26
19 H 1.38 2.49 -1.25
20 H 2.26 0.58 -2.41
21 H 2.16 -1.66 -1.39
22 H -0.16 -2.56 1.77

Values from the calculation:
Orbital gap ... 0.3111 Ha
Relative energy (zero: lowest compared OMol25 entry of this formula, charge and spin) ... 3.788 eV
Highest occupied orbital energy ... -0.299 Ha
E_tot ... -29631.4410 eV
Maximum force ... 3.5 eV Å⁻¹

---

Formula: C9H12
Source: the Open Molecules 2025 dataset
Level of theory: the ωB97M-V functional and the def2-TZVPD basis

Geometry (Å):
1 C -0.27 0.82 1.93
2 C 0.56 -0.21 2.10
3 C 0.69 -1.19 1.02
4 C 1.63 -0.86 -0.16
5 C 1.64 0.62 -0.40
6 C 0.30 0.70 -0.46
7 C -0.64 1.76 -0.94
8 C 0.12 -0.82 -0.33
9 C -0.77 -1.68 -1.16
10 H -1.09 0.78 1.25
11 H -0.29 1.63 2.64
12 H 1.28 -0.25 2.90
13 H 0.68 -2.24 1.29
14 H 2.34 -1.58 -0.51
15 H 2.43 1.34 -0.33
16 H -0.32 2.74 -0.60
17 H -1.66 1.58 -0.61
18 H -0.64 1.76 -2.03
19 H -1.82 -1.55 -0.87
20 H -0.51 -2.73 -1.04
21 H -0.68 -1.41 -2.22

Values from the calculation:
Orbital gap ... 0.3278 Ha
Relative energy (zero: lowest compared OMol25 entry of this formula, charge and spin) ... 3.045 eV
Highest occupied orbital energy ... -0.289 Ha
E_tot ... -9523.7943 eV
Maximum force ... 2.1 eV Å⁻¹

---

Formula: C9H12Br2O3S
Source: the Open Molecules 2025 dataset
Level of theory: the ωB97M-V functional and the def2-TZVPD basis

Geometry (Å):
1 C -3.29 -1.50 -2.35
2 O -3.36 -0.10 -1.96
3 C -2.08 0.44 -2.14
4 C -1.29 0.30 -0.90
5 O -0.36 -0.80 -1.12
6 C 0.06 -1.64 0.00
7 C 1.20 -1.00 0.75
8 O 0.64 -0.01 1.60
9 C 1.70 0.94 2.02
10 C 2.77 1.50 1.23
11 C 3.67 2.21 1.91
12 Br 5.21 2.96 1.03
13 S 3.14 2.43 3.54
14 C 1.65 1.50 3.30
15 Br 0.27 1.15 4.63
16 H -2.64 -1.60 -3.22
17 H -4.26 -1.96 -2.63
18 H -2.92 -2.03 -1.46
19 H -1.51 0.08 -3.05
20 H -2.33 1.48 -2.36
21 H -1.88 0.06 -0.05
22 H -0.73 1.12 -0.70
23 H -0.70 -1.85 0.77
24 H 0.40 -2.67 -0.40
25 H 1.73 -1.78 1.35
26 H 1.99 -0.62 0.07
27 H 2.92 1.38 0.15

Values from the calculation:
Orbital gap ... 0.3299 Ha
Relative energy (zero: lowest compared OMol25 entry of this formula, charge and spin) ... 0.963 eV
Highest occupied orbital energy ... -0.326 Ha
E_tot ... -166586.7144 eV
Maximum force ... 4.0 eV Å⁻¹

---

Formula: C9H12BrClN
Source: the Open Molecules 2025 dataset
Level of theory: the ωB97M-V functional and the def2-TZVPD basis

Geometry (Å):
1 C 1.73 0.69 -1.35
2 C 0.70 -1.47 -1.56
3 C 0.68 1.07 -0.48
4 C -0.41 -1.04 -0.88
5 C 1.76 -0.60 -1.89
6 C -0.42 0.27 -0.32
7 C 2.84 -1.01 -2.79
8 C -1.24 0.07 2.58
9 C -1.65 0.75 0.35
10 N -2.17 0.83 3.24
11 Cl -1.75 2.50 0.65
12 Br -3.32 -0.06 -0.03
13 H 2.63 1.27 -1.26
14 H 0.88 -2.40 -2.05
15 H 0.54 1.97 0.00
16 H -1.18 -1.84 -0.49
17 H 3.04 -2.09 -2.77
18 H 2.54 -0.67 -3.90
19 H 3.85 -0.54 -2.76
20 H -0.18 0.23 2.62
21 H -1.61 -0.92 2.59
22 H -2.04 0.69 4.32
23 H -3.19 0.45 3.12
24 H -2.04 1.86 3.06

Values from the calculation:
Orbital gap (spin up / spin down) ... 0.2726 / 0.2725 Ha
Relative energy (zero: lowest compared OMol25 entry of this formula, charge and spin) ... 0.334 eV
Highest occupied orbital energy (spin up / spin down) ... -0.430 / -0.430 Ha
E_tot ... -93572.3735 eV
Maximum force ... 5.7 eV Å⁻¹
Total charge ... +1

---

Formula: C9H12BrN2
Source: the Open Molecules 2025 dataset
Level of theory: the ωB97M-V functional and the def2-TZVPD basis

Geometry (Å):
1 C -2.93 -1.34 0.51
2 C -1.80 -2.10 0.32
3 C -2.81 0.08 0.44
4 C -1.65 0.72 0.28
5 C -0.67 -1.36 -0.22
6 C 0.80 -0.02 -0.55
7 C 1.09 0.44 -1.97
8 C 1.82 1.83 1.21
9 C 1.73 0.38 0.60
10 N -0.64 0.02 -0.16
11 N 0.67 -1.48 -0.48
12 Br 3.63 -0.18 0.16
13 H -3.92 -1.84 0.65
14 H -1.90 -3.20 0.38
15 H -3.54 0.83 0.94
16 H -1.56 1.82 0.33
17 H 0.63 1.43 -2.26
18 H 0.55 -0.25 -2.58
19 H 2.21 0.41 -2.22
20 H 2.67 1.72 1.83
21 H 1.02 1.97 1.83
22 H 1.81 2.57 0.53
23 H 1.52 -0.30 1.42
24 H 1.27 -2.14 -0.98

Values from the calculation:
Orbital gap ... 0.3402 Ha
Relative energy (zero: lowest compared OMol25 entry of this formula, charge and spin) ... 0.949 eV
Highest occupied orbital energy ... -0.491 Ha
E_tot ... -82541.9592 eV
Maximum force ... 4.7 eV Å⁻¹
Total charge ... +1

---

Formula: C9H12BrO3P
Source: the Open Molecules 2025 dataset
Level of theory: the ωB97M-V functional and the def2-TZVPD basis

Geometry (Å):
1 C -2.91 -0.59 -1.09
2 O -2.12 0.48 -0.68
3 C -0.80 0.23 -0.28
4 C 0.01 1.28 -0.05
5 C 1.36 1.09 0.25
6 O 2.32 2.10 0.54
7 C 2.13 3.43 0.10
8 C 1.86 -0.20 0.69
9 P 3.95 -0.76 0.89
10 Br 4.45 0.24 -0.96
11 C 0.92 -1.24 0.46
12 O 1.30 -2.51 0.90
13 C 0.23 -3.44 1.12
14 C -0.35 -1.07 -0.11
15 H -3.11 -1.19 -0.25
16 H -2.31 -1.08 -1.91
17 H -3.91 -0.11 -1.53
18 H -0.39 2.30 -0.09
19 H 2.21 3.53 -0.99
20 H 2.86 4.11 0.65
21 H 1.13 3.77 0.38
22 H 4.11 0.30 1.96
23 H 0.73 -4.24 1.65
24 H -0.12 -3.78 0.25
25 H -0.62 -3.03 1.71
26 H -0.91 -1.90 -0.15

Values from the calculation:
Orbital gap ... 0.3315 Ha
Relative energy (zero: lowest compared OMol25 entry of this formula, charge and spin) ... 0.721 eV
Highest occupied orbital energy ... -0.307 Ha
E_tot ... -94998.1600 eV
Maximum force ... 4.4 eV Å⁻¹

---

Formula: C9H12CdN2O4S
Source: the Open Molecules 2025 dataset
Level of theory: the ωB97M-V functional and the def2-TZVPD basis

Geometry (Å):
1 Cd -0.92 -0.62 -0.09
2 C 0.07 -1.85 1.69
3 O 0.75 -2.23 2.53
4 C -2.66 -2.69 0.38
5 O -3.01 -3.64 0.89
6 C -0.33 -2.24 -1.81
7 O 0.30 -2.88 -2.51
8 C -2.57 0.42 1.32
9 O -3.07 1.03 2.15
10 C -3.24 0.36 -2.62
11 H -3.40 1.33 -2.15
12 H -2.50 0.29 -3.41
13 C -3.83 -0.73 -2.13
14 H -3.59 -1.73 -2.53
15 H -4.52 -0.67 -1.27
16 C 3.26 -0.26 0.40
17 N 2.62 0.78 -0.45
18 C 1.40 1.27 -0.07
19 S 0.14 1.45 -1.22
20 N 1.26 1.75 1.18
21 C 2.42 2.33 1.88
22 H 2.97 -0.17 1.46
23 H 4.34 -0.15 0.31
24 H 3.00 -1.26 0.04
25 H 2.64 0.55 -1.45
26 H 0.35 2.17 1.39
27 H 2.30 3.42 1.98
28 H 2.52 1.85 2.86
29 H 3.29 2.13 1.25

Values from the calculation:
Orbital gap ... 0.3055 Ha
Relative energy (zero: lowest compared OMol25 entry of this formula, charge and spin) ... 0.000 eV
Highest occupied orbital energy ... -0.607 Ha
E_tot ... -36078.9838 eV
Maximum force ... 4.3 eV Å⁻¹
Total charge ... +2

---

Formula: C9H12ClLaN
Source: the Open Molecules 2025 dataset
Level of theory: the ωB97M-V functional and the def2-TZVPD basis

Geometry (Å):
1 C 1.39 0.12 -1.60
2 C 1.89 1.03 -0.62
3 C 1.36 2.33 -0.89
4 C 0.52 2.23 -2.05
5 C 0.54 0.87 -2.49
6 La -0.82 0.66 -0.09
7 C 0.74 -1.48 2.20
8 C 0.85 -2.70 1.69
9 C 0.60 -3.68 0.84
10 N -2.23 -0.22 -1.37
11 H 1.66 3.25 -0.41
12 H 2.63 0.80 0.15
13 H 0.05 3.06 -2.56
14 H 0.01 0.47 -3.35
15 H 1.63 -0.94 -1.67
16 H 1.67 -1.02 2.57
17 H -2.41 -1.28 -1.33
18 H -0.25 -1.06 2.39
19 H 1.16 -4.65 0.81
20 H -0.24 -3.49 0.11
21 Cl -2.91 2.57 0.95
22 C -2.47 1.22 1.92
23 H -2.17 1.52 2.93
24 H -3.21 0.41 1.86

Values from the calculation:
Orbital gap (spin up / spin down) ... 0.1714 / 0.1715 Ha
Relative energy (zero: lowest compared OMol25 entry of this formula, charge and spin) ... 0.000 eV
Highest occupied orbital energy (spin up / spin down) ... -0.093 / -0.093 Ha
E_tot ... -24394.8457 eV
Maximum force ... 2.6 eV Å⁻¹
Total charge ... -1

---

Formula: C9H12ClN4PdS
Source: the Open Molecules 2025 dataset
Level of theory: the ωB97M-V functional and the def2-TZVPD basis

Geometry (Å):
1 Pd 0.11 -0.40 0.14
2 C -1.33 3.66 0.96
3 C -1.16 2.25 0.48
4 N 0.00 1.72 0.26
5 N 1.13 2.45 0.37
6 C 2.34 1.86 0.14
7 N 3.39 2.68 0.02
8 S 2.54 0.19 0.08
9 C -2.31 1.36 0.27
10 C -3.58 1.86 0.00
11 C -4.63 0.98 -0.19
12 C -4.40 -0.38 -0.09
13 C -3.10 -0.81 0.16
14 N -2.09 0.03 0.33
15 H -0.63 3.86 1.78
16 H -2.33 3.80 1.35
17 H -1.16 4.39 0.17
18 H 1.07 3.45 0.45
19 H 3.32 3.68 0.09
20 H 4.30 2.27 -0.07
21 H -3.74 2.93 -0.08
22 H -5.62 1.35 -0.42
23 H -5.19 -1.10 -0.21
24 H -2.87 -1.86 0.26
25 Cl 0.38 -2.60 1.22
26 C 0.08 -2.38 -0.49
27 H -0.88 -2.80 -0.78
28 H 0.92 -2.72 -1.09

Values from the calculation:
Orbital gap (spin up / spin down) ... 0.2384 / 0.2392 Ha
Relative energy (zero: lowest compared OMol25 entry of this formula, charge and spin) ... 1.321 eV
Highest occupied orbital energy (spin up / spin down) ... -0.397 / -0.391 Ha
E_tot ... -42318.7622 eV
Maximum force ... 2.5 eV Å⁻¹
Total charge ... +1

---

Formula: C9H12ClNO
Source: the Open Molecules 2025 dataset
Level of theory: the ωB97M-V functional and the def2-TZVPD basis

Geometry (Å):
1 N -2.36 2.55 0.01
2 C -2.30 1.40 0.02
3 C -2.32 0.02 0.01
4 Cl -3.97 -0.66 -0.02
5 C -1.37 -0.92 0.00
6 O -1.17 -2.09 -0.03
7 C 1.17 -1.19 -1.46
8 C 0.63 -0.02 -0.70
9 C 0.38 1.21 -1.52
10 C 0.57 -0.05 0.67
11 C 0.29 1.14 1.53
12 C 1.10 -1.23 1.44
13 H 2.24 -1.28 -1.29
14 H 1.00 -1.08 -2.53
15 H 0.71 -2.12 -1.14
16 H -0.68 1.31 -1.79
17 H 0.94 1.15 -2.45
18 H 0.66 2.12 -1.00
19 H 1.21 1.41 2.05
20 H -0.45 0.89 2.29
21 H -0.06 2.00 0.98
22 H 0.80 -1.17 2.48
23 H 2.19 -1.22 1.40
24 H 0.76 -2.18 1.04

Values from the calculation:
Orbital gap ... 0.3289 Ha
Relative energy (zero: lowest compared OMol25 entry of this formula, charge and spin) ... 1.278 eV
Highest occupied orbital energy ... -0.326 Ha
E_tot ... -25585.2948 eV
Maximum force ... 1.4 eV Å⁻¹

---

Formula: C9H12ClNSi
Source: the Open Molecules 2025 dataset
Level of theory: the ωB97M-V functional and the def2-TZVPD basis

Geometry (Å):
1 Cl 1.42 -2.65 -1.26
2 Si 0.30 -1.31 -0.32
3 C 1.36 0.07 0.39
4 C 1.26 1.48 0.20
5 C 2.02 2.35 0.88
6 C 2.93 1.92 1.87
7 C 3.16 0.56 1.95
8 C 2.38 -0.29 1.32
9 C -1.13 -2.02 0.80
10 C -2.43 -1.61 0.18
11 C -2.17 -0.43 -0.72
12 N -0.96 -0.73 -1.44
13 H 0.52 1.85 -0.40
14 H 1.83 3.41 0.82
15 H 3.74 2.58 2.37
16 H 3.81 0.34 2.82
17 H 2.71 -1.32 1.34
18 H -1.15 -1.40 1.73
19 H -1.11 -3.16 1.07
20 H -3.11 -1.58 0.98
21 H -2.59 -2.38 -0.64
22 H -2.99 -0.22 -1.44
23 H -2.00 0.48 -0.10
24 H -0.63 -0.21 -2.18

Values from the calculation:
Orbital gap ... 0.3580 Ha
Relative energy (zero: lowest compared OMol25 entry of this formula, charge and spin) ... 0.000 eV
Highest occupied orbital energy ... -0.331 Ha
E_tot ... -31418.8388 eV
Maximum force ... 5.0 eV Å⁻¹

---

Q: Look up the maximum force of the twelfth one.
A: 5.0 eV Å⁻¹